{
  "formula": "C30H43CuN3Si",
  "method": "the ωB97M-V functional and the def2-TZVPD basis",
  "species": ["Cu", "C", "C", "C", "C", "C", "C", "C", "C", "C", "C", "C", "C", "C", "C", "H", "H", "H", "H", "H", "H", "H", "H", "H", "H", "H", "C", "C", "C", "C", "Si", "C", "C", "C", "C", "C", "C", "C", "C", "H", "H", "H", "H", "H", "H", "H", "H", "H", "H", "H", "H", "H", "H", "H", "H", "H", "H", "H", "H", "H", "H", "H", "H", "H", "H", "H", "N", "C", "C", "N", "C", "C", "N", "H", "H", "H", "H", "H"],
  "xyz": [[-0.0390, -0.9723, -0.4783], [5.4994, 3.2376, 1.1599], [5.3390, 2.0953, 1.9332], [4.3592, 1.1662, 1.6090], [3.5161, 1.3316, 0.5031], [3.6818, 2.5010, -0.2529], [4.6586, 3.4334, 0.0695], [2.4658, 0.3020, 0.2535], [1.6973, 0.0628, -0.8287], [1.9656, 0.7083, -2.1154], [0.9748, 1.4185, -2.8134], [1.2183, 1.9684, -4.0665], [2.4513, 1.8053, -4.6890], [3.4378, 1.0726, -4.0327], [3.1979, 0.5288, -2.7775], [6.2542, 3.9723, 1.4120], [5.9738, 1.9309, 2.7971], [4.2319, 0.2819, 2.2265], [3.0274, 2.6889, -1.0941], [4.7577, 4.3292, -0.5336], [2.2931, -0.3111, 1.1383], [-0.0008, 1.5386, -2.3520], [0.4304, 2.5181, -4.5699], [2.6369, 2.2325, -5.6673], [4.4068, 0.9312, -4.5015], [3.9742, -0.0307, -2.2658], [-3.0982, 1.6327, 2.3275], [-2.3563, 1.0474, 1.1171], [-1.2740, 2.0599, 0.7015], [-3.3454, 1.0017, -0.0569], [-1.5147, -0.7333, 1.3227], [-0.6235, -0.7393, 3.0779], [0.1987, 0.5489, 3.2428], [0.3920, -1.8977, 3.1020], [-1.5230, -0.8694, 4.3171], [-2.9574, -2.0895, 1.4208], [-3.3745, -2.4664, -0.0104], [-4.2245, -1.7119, 2.2016], [-2.4039, -3.3934, 2.0122], [-3.5064, 2.6235, 2.0704], [-2.4338, 1.7740, 3.1824], [-3.9339, 1.0087, 2.6524], [-1.7525, 3.0010, 0.3837], [-0.6712, 1.6837, -0.1308], [-0.5846, 2.3017, 1.5107], [-3.7266, 2.0147, -0.2603], [-4.2093, 0.3654, 0.1432], [-2.8578, 0.6415, -0.9710], [0.7862, 0.7838, 2.3500], [0.9002, 0.4315, 4.0831], [-0.4331, 1.4116, 3.4697], [1.1015, -1.8150, 2.2718], [-0.0784, -2.8797, 3.0291], [0.9651, -1.8713, 4.0427], [-2.2754, -0.0786, 4.3685], [-0.9078, -0.7984, 5.2287], [-2.0470, -1.8266, 4.3591], [-3.7987, -1.6292, -0.5662], [-4.1370, -3.2623, 0.0186], [-2.5144, -2.8428, -0.5719], [-4.7765, -0.9052, 1.7147], [-4.0074, -1.3957, 3.2242], [-4.9041, -2.5778, 2.2594], [-1.4895, -3.7066, 1.4957], [-3.1480, -4.1960, 1.8897], [-2.1821, -3.3187, 3.0777], [1.7131, -1.8348, -5.4280], [0.6153, -1.6693, -4.6022], [0.7139, -1.9411, -3.2309], [-0.2951, -1.7568, -2.4055], [-1.4503, -1.3361, -2.9518], [-1.5430, -1.0922, -4.3080], [-0.5193, -1.2551, -5.1478], [2.5929, -1.6343, -4.9772], [1.6064, -1.3346, -6.2962], [1.6524, -2.2618, -2.7920], [-2.2902, -1.2002, -2.2863], [-2.4783, -0.7517, -4.7388]],
  "atomic_forces_ev_per_a": [[0.13, 0.14, 0.51], [-0.07, -0.05, -0.03], [-0.06, -0.02, -0.04], [0.04, -0.02, -0.01], [-0.07, -0.10, -0.07], [-0.02, 0.00, 0.03], [-0.03, -0.06, 0.02], [0.15, 0.21, -0.05], [0.23, 0.11, 0.20], [0.05, -0.08, -0.19], [0.02, 0.04, -0.04], [0.00, -0.06, 0.07], [-0.01, -0.05, 0.08], [-0.06, -0.05, 0.07], [-0.09, 0.01, -0.08], [0.01, 0.00, -0.01], [-0.02, -0.01, -0.02], [0.00, 0.03, -0.02], [0.03, 0.01, 0.05], [-0.01, -0.02, 0.01], [-0.01, 0.09, -0.01], [0.04, 0.00, -0.01], [0.01, -0.01, 0.02], [0.00, -0.01, 0.02], [-0.01, 0.00, 0.02], [0.00, 0.02, -0.02], [0.01, 0.02, -0.04], [-0.05, 0.04, 0.01], [-0.03, 0.08, -0.04], [0.00, 0.02, -0.02], [-0.07, -0.07, -0.18], [0.05, -0.08, 0.04], [0.04, 0.01, 0.03], [0.05, 0.03, 0.01], [0.07, 0.01, 0.02], [-0.06, -0.02, -0.04], [-0.06, -0.05, 0.02], [0.03, -0.07, -0.01], [0.00, -0.05, 0.02], [0.01, -0.07, 0.02], [-0.05, 0.00, -0.04], [0.03, -0.01, -0.02], [0.04, -0.07, 0.03], [-0.05, 0.02, 0.06], [-0.04, -0.02, -0.05], [0.04, -0.07, -0.01], [0.02, 0.00, -0.01], [-0.04, 0.02, 0.07], [-0.05, -0.05, 0.09], [-0.05, 0.02, -0.03], [0.06, -0.06, -0.03], [-0.07, 0.01, 0.06], [0.03, 0.08, 0.02], [-0.04, 0.00, -0.06], [0.04, -0.02, -0.01], [-0.05, 0.00, -0.05], [0.03, 0.07, 0.00], [0.00, 0.04, 0.00], [0.05, 0.07, 0.00], [-0.04, 0.03, 0.02], [0.02, 0.00, 0.03], [0.01, -0.02, -0.03], [0.04, 0.06, 0.00], [-0.07, 0.02, 0.03], [0.05, 0.04, 0.00], [-0.01, -0.02, -0.07], [-0.01, -0.12, 0.00], [0.04, 0.10, 0.02], [0.24, -0.05, 0.07], [-0.43, -0.08, -0.37], [0.03, 0.02, -0.18], [-0.05, -0.07, 0.09], [-0.02, 0.02, 0.02], [0.02, 0.05, 0.02], [0.00, 0.04, -0.05], [0.01, 0.03, -0.02], [0.00, 0.01, 0.02], [0.02, 0.00, 0.01]],
  "total_charge": -1,
  "e_above_lowest_kj_mol": 0.0,
  "orbital_gap_ev": 6.34,
  "homo_ev": -3.5,
  "total_energy_ev": -88796.7876
}


{
  "formula": "C30H43F3N12O",
  "method": "the ωB97M-V functional and the def2-TZVPD basis",
  "species": ["O", "C", "N", "C", "C", "C", "C", "C", "C", "F", "C", "F", "F", "H", "H", "H", "H", "H", "H", "H", "H", "H", "H", "C", "C", "N", "H", "H", "H", "C", "C", "N", "H", "H", "H", "C", "C", "N", "H", "H", "H", "C", "C", "N", "H", "H", "H", "C", "C", "N", "H", "H", "H", "C", "C", "N", "H", "H", "H", "C", "C", "N", "H", "H", "H", "C", "C", "N", "H", "H", "H", "C", "C", "N", "H", "H", "H", "C", "C", "N", "H", "H", "H", "C", "C", "N", "H", "H", "H"],
  "xyz": [[3.2145, -1.9764, 3.9745], [3.0604, -1.0759, 3.1316], [3.7929, -1.1431, 1.8496], [3.3460, -0.0397, 0.9570], [2.9839, 1.0918, 2.0265], [2.1587, 0.2454, 3.1289], [0.7982, -0.0815, 2.3530], [-0.4745, -0.3048, 3.2969], [-1.6671, -0.8045, 2.3398], [-1.9072, -2.1944, 2.1911], [-2.4009, 0.1784, 1.6584], [-3.6884, -0.0924, 1.1441], [-1.9135, 1.4745, 1.4036], [3.6417, -2.0881, 1.4655], [4.0853, 0.3738, 0.1910], [2.5216, -0.4603, 0.2835], [3.9240, 1.6423, 2.3891], [2.4045, 1.9624, 1.5541], [2.1098, 0.8215, 4.1025], [0.5648, 0.7781, 1.6301], [0.9111, -1.0267, 1.7087], [-0.7391, 0.6662, 3.8300], [-0.2624, -1.1062, 4.0879], [2.7561, -1.3482, -3.2975], [1.9552, -0.6084, -2.3211], [1.3247, -0.0277, -1.5528], [2.2961, -1.3353, -4.2879], [3.7573, -0.9237, -3.3996], [2.8755, -2.3950, -3.0094], [-1.1959, -5.2171, 3.0811], [-1.3000, -5.8414, 4.4024], [-1.3818, -6.3302, 5.4408], [-1.3531, -5.9414, 2.2791], [-1.9359, -4.4252, 2.9511], [-0.2122, -4.7692, 2.9243], [2.6282, -3.2678, 7.5191], [2.0009, -1.9515, 7.3895], [1.5095, -0.9160, 7.2830], [3.1090, -3.5754, 6.5875], [3.3952, -3.2713, 8.2967], [1.8980, -4.0408, 7.7780], [-1.6375, -5.0632, 9.0485], [-0.2286, -5.3632, 8.7895], [0.8783, -5.5997, 8.5860], [-2.1135, -4.5986, 8.1825], [-2.2027, -5.9672, 9.2843], [-1.7530, -4.3776, 9.8909], [1.3091, 4.2513, -2.5830], [2.2799, 3.1564, -2.5194], [3.0408, 2.2958, -2.4694], [0.4383, 4.0523, -1.9537], [1.7443, 5.1941, -2.2461], [0.9454, 4.4079, -3.5995], [-2.3314, 6.2201, -2.4271], [-1.1852, 6.3949, -3.3195], [-0.2817, 6.5326, -4.0203], [-2.9423, 7.1237, -2.3747], [-2.9812, 5.4099, -2.7615], [-2.0155, 5.9836, -1.4080], [-2.6470, 5.2933, -7.2806], [-3.2971, 5.2011, -5.9722], [-3.8068, 5.1286, -4.9441], [-1.6553, 4.8362, -7.2683], [-3.2293, 4.7878, -8.0540], [-2.5224, 6.3320, -7.5937], [-4.7307, -5.4704, 0.3548], [-3.3321, -5.7799, 0.0508], [-2.2324, -6.0232, -0.1893], [-5.2355, -5.0159, -0.5003], [-5.2906, -6.3687, 0.6236], [-4.8142, -4.7724, 1.1907], [-0.0967, -3.1773, -5.7961], [1.3045, -3.4968, -6.0805], [2.4058, -3.7456, -6.3024], [-0.5817, -2.7050, -6.6508], [-0.6715, -4.0731, -5.5514], [-0.1895, -2.4918, -4.9513], [1.0344, 8.3552, -0.7316], [0.0415, 7.6361, 0.0699], [-0.7385, 7.0711, 0.7007], [1.7578, 7.6720, -1.1815], [0.5653, 8.9132, -1.5448], [1.5954, 9.0710, -0.1268], [-0.2053, 0.5873, -7.4503], [-1.2018, -0.1298, -6.6518], [-1.9836, -0.6931, -6.0235], [0.5187, -0.0976, -7.8977], [-0.6711, 1.1459, -8.2651], [0.3550, 1.3024, -6.8439]],
  "atomic_forces_ev_per_a": [[-0.95, 2.52, -1.93], [1.04, -1.25, 0.19], [-1.61, 0.18, 1.13], [-0.21, 0.39, -0.56], [-0.23, 0.42, -0.69], [1.38, 0.50, -1.78], [-0.60, -0.23, 0.42], [0.18, -0.95, -1.11], [-0.16, 2.53, -0.34], [-0.04, 2.99, 0.56], [0.04, -2.01, 0.30], [3.18, 1.09, 0.54], [-1.74, -3.08, 0.99], [0.54, 0.68, 0.29], [-0.36, -0.83, 1.37], [0.70, 1.27, 1.32], [-1.09, -1.39, -0.19], [0.36, -1.51, 0.67], [-0.29, -1.15, -1.02], [0.33, -1.29, 1.08], [-0.04, 1.40, 0.99], [0.08, -1.37, -0.81], [-0.37, 1.08, -1.16], [0.21, -0.13, -0.17], [-0.15, 0.05, 0.03], [0.04, -0.38, -0.44], [-0.07, 0.08, 0.16], [-0.16, 0.15, 0.15], [-0.14, 0.12, 0.10], [0.01, 0.05, -0.27], [0.03, 0.02, 0.01], [-0.04, 0.20, -0.29], [0.02, -0.06, 0.21], [0.04, -0.12, 0.21], [-0.05, -0.09, 0.21], [0.12, -0.25, -0.06], [0.09, 0.02, -0.10], [0.08, -0.32, 0.04], [-0.11, 0.29, -0.04], [-0.13, 0.20, -0.02], [0.16, 0.41, -0.08], [-0.34, 0.09, 0.06], [-0.06, -0.07, -0.02], [-0.54, -0.13, 0.23], [0.25, -0.10, -0.05], [0.24, -0.03, -0.08], [0.24, -0.06, -0.06], [-0.16, 0.07, 0.00], [0.02, 0.01, 0.07], [-0.10, 0.35, -0.11], [0.16, -0.18, 0.00], [0.12, -0.18, -0.06], [0.19, -0.11, 0.08], [-0.25, -0.16, 0.42], [-0.14, 0.04, 0.01], [-0.31, 0.01, 0.20], [0.19, 0.00, -0.16], [0.21, 0.12, -0.21], [0.22, 0.13, -0.13], [0.14, 0.01, -0.32], [0.02, 0.00, -0.01], [0.10, -0.02, -0.43], [-0.11, 0.03, 0.22], [-0.10, 0.00, 0.23], [-0.09, -0.05, 0.22], [-0.32, 0.07, 0.08], [0.14, -0.03, -0.07], [-0.50, 0.11, 0.13], [0.23, -0.05, -0.02], [0.23, -0.02, -0.05], [0.22, -0.05, -0.08], [-0.19, -0.08, 0.05], [-0.03, -0.07, 0.02], [-0.32, 0.15, 0.08], [0.21, -0.11, 0.04], [0.23, -0.02, -0.04], [0.15, -0.06, -0.09], [0.22, 0.19, -0.17], [-0.04, -0.04, 0.07], [0.31, 0.20, -0.32], [-0.17, -0.07, 0.11], [-0.13, -0.15, 0.12], [-0.17, -0.14, 0.11], [0.23, 0.17, -0.16], [-0.09, 0.15, 0.01], [0.24, 0.26, -0.25], [-0.15, -0.09, 0.12], [-0.14, -0.14, 0.13], [-0.15, -0.14, 0.11]],
  "total_charge": 0,
  "e_above_lowest_kj_mol": 0.0,
  "orbital_gap_ev": 9.10,
  "homo_ev": -9.2,
  "total_energy_ev": -59882.1613,
  "smiles": "O=C1NCC[C@H]1CCC(F)=C(F)F.CC#N.CC#N.CC#N.CC#N.CC#N.CC#N.CC#N.CC#N.CC#N.CC#N.CC#N"
}


- Number 2 is which compound?
  C30H43F3N12O